# 1
C38H51BrNNiP3 as an isolated structure, computed with the ωB97M-V functional and the def2-TZVPD basis.

The geometry in ORCA input format:
```
! RIJCOSX wB97M-V def2-TZVPD def2/J DEFGRID3
* xyz 2 3
C -3.8464 -3.7446 0.2301
C -2.5661 -3.7245 0.8258
C -1.7284 -4.8671 0.8955
C -2.2766 -6.0669 0.4002
N -3.5394 -6.0986 -0.0859
C -4.2986 -4.9919 -0.2362
C -2.1349 -2.5013 1.3971
C -1.5733 -1.4628 1.7660
C -1.1234 -0.3832 2.6327
C -0.1928 0.6395 2.4380
C 0.2521 1.5012 3.4348
C -0.4283 1.4154 4.6392
C -1.3534 0.4130 4.9611
C -1.6895 -0.4570 3.9285
Ni 0.5789 0.8478 0.0446
P 0.0764 -0.7252 -1.6608
H -0.7419 -4.8414 1.3641
H -4.4796 -2.8576 0.2052
H -1.7062 -7.0175 0.4850
H -5.3193 -5.0856 -0.6618
H -2.3960 -1.2861 4.1160
H 0.3588 0.9330 1.5105
H -1.7747 0.3493 5.9815
H 1.0828 2.2176 3.2273
C 0.8235 -0.1176 -3.2542
C 1.1652 -1.0980 -4.3729
H 1.7501 0.3895 -2.9593
H 0.1854 0.6641 -3.6818
H 1.7065 -0.6083 -5.1857
H 1.8189 -1.9092 -4.0483
H 0.3010 -1.5450 -4.8691
C 0.7683 -2.4560 -1.5110
C 0.0922 -3.5810 -2.3214
H 0.6719 -2.6707 -0.4293
H 1.8445 -2.4425 -1.7501
H 0.6364 -4.5253 -2.1644
H -0.9397 -3.7503 -1.9793
H 0.0887 -3.4134 -3.4125
C -1.7035 -1.1065 -2.1114
C -2.0807 -1.2771 -3.5894
H -2.2725 -0.2515 -1.7274
H -2.0529 -1.9766 -1.5318
H -3.1668 -1.4176 -3.6939
H -1.8526 -0.3802 -4.1840
H -1.6350 -2.1528 -4.0831
Br -0.0004 2.8736 5.9498
P 2.8451 -0.0115 0.7449
C 3.6996 -1.0191 -0.5265
C 5.2212 -0.9276 -0.6755
H 3.1923 -0.7570 -1.4723
H 3.4173 -2.0509 -0.2583
H 5.4926 -1.5548 -1.5373
H 5.5938 0.0806 -0.9041
H 5.7847 -1.3227 0.1800
C 3.8645 1.4976 0.9515
C 4.8750 1.6330 2.0901
H 3.1223 2.3168 1.0098
H 4.4107 1.5886 -0.0020
H 5.1416 2.6930 2.1822
H 4.5159 1.3495 3.0890
H 5.8253 1.1159 1.9088
C 2.8013 -1.1555 2.2078
C 4.0401 -1.9535 2.6385
H 1.9704 -1.8507 1.9714
H 2.4798 -0.4978 3.0293
H 3.7763 -2.4577 3.5799
H 4.3144 -2.7583 1.9404
H 4.9300 -1.3452 2.8516
C 0.5052 3.1234 -1.8893
P -0.6129 2.5125 -0.5612
C -0.7743 3.8475 0.6872
C 0.3296 4.6517 1.0437
C 0.3764 5.2517 2.3110
C -0.7424 5.2229 3.1713
C -1.9079 4.6115 2.6979
C -1.9463 3.9901 1.4529
C -2.1909 2.2487 -1.4813
C -3.2053 1.6032 -0.7444
C -4.3914 1.1881 -1.3593
C -4.6432 1.4847 -2.6984
C -3.6916 2.2155 -3.4042
C -2.4872 2.6256 -2.8128
H 1.5428 3.0966 -1.5862
H 0.2015 4.1414 -2.1078
H 0.4847 2.5043 -2.7923
H 1.1443 4.8271 0.3544
H 1.2715 5.7678 2.6679
H -0.7242 5.7321 4.1476
H -2.7971 4.6411 3.3370
H -2.8815 3.6118 1.0790
H -3.0428 1.3812 0.3137
H -5.1439 0.6601 -0.7804
H -5.6095 1.2217 -3.1609
H -3.9010 2.5022 -4.4383
H -1.8059 3.2693 -3.3739
*
```

Its expectation value of S² is 2.0343. The LUMO energy (alpha / beta) is -5.93 / -10.01 eV.

For reference, the Löwdin charges in units of e are:
1. C -0.002
2. C -0.246
3. C 0.002
4. C -0.094
5. N 0.077
6. C -0.093
7. C 0.099
8. C 0.117
9. C -0.147
10. C -0.065
11. C -0.097
12. C -0.510
13. C -0.039
14. C 0.018
15. Ni -0.044
16. P 0.970
17. H 0.121
18. H 0.121
19. H 0.129
20. H 0.129
21. H 0.147
22. H -0.053
23. H 0.140
24. H 0.136
25. C -0.392
26. C -0.132
27. H 0.061
28. H 0.064
29. H 0.085
30. H 0.069
31. H 0.061
32. C -0.381
33. C -0.129
34. H 0.059
35. H 0.054
36. H 0.086
37. H 0.059
38. H 0.064
39. C -0.359
40. C -0.127
41. H 0.022
42. H 0.058
43. H 0.082
44. H 0.071
45. H 0.060
46. Br 0.789
47. P 0.969
48. C -0.404
49. C -0.120
50. H 0.052
51. H 0.074
52. H 0.086
53. H 0.071
54. H 0.077
55. C -0.391
56. C -0.133
57. H 0.056
58. H 0.077
59. H 0.079
60. H 0.071
61. H 0.078
62. C -0.384
63. C -0.127
64. H 0.075
65. H 0.064
66. H 0.082
67. H 0.077
68. H 0.073
69. C -0.226
70. P 0.950
71. C -0.339
72. C -0.089
73. C -0.070
74. C -0.092
75. C -0.078
76. C -0.085
77. C -0.344
78. C -0.147
79. C -0.077
80. C -0.059
81. C -0.062
82. C -0.060
83. H 0.039
84. H 0.062
85. H 0.028
86. H 0.102
87. H 0.114
88. H 0.112
89. H 0.118
90. H 0.094
91. H 0.098
92. H 0.111
93. H 0.127
94. H 0.120
95. H 0.110

# 2
C38H51CdCl3N2O3SbSi as an isolated structure, computed with the ωB97M-V functional and the def2-TZVPD basis.

The geometry in ORCA input format:
```
! RIJCOSX wB97M-V def2-TZVPD def2/J DEFGRID3
* xyz -1 1
C -5.7769 -1.5520 -1.3142
C -4.6278 -0.6467 -1.6364
H -6.6840 -1.0800 -1.7346
H -5.9454 -1.6577 -0.2245
H -5.6465 -2.5603 -1.7555
C -4.8111 0.6444 -1.9687
C -6.1287 1.3267 -1.9992
H -3.9546 1.2182 -2.2964
H -6.6861 1.2453 -1.0567
H -6.7839 0.9711 -2.8072
H -5.9612 2.3913 -2.1734
Cd -0.5026 0.2236 3.9393
Cl 0.8710 -1.6608 -0.8511
Cl -2.1186 -0.0889 5.5687
H 4.9948 -1.8757 3.2002
H 4.0869 -3.4147 1.6432
C 4.0470 -1.4216 3.5064
C 3.2673 -3.5109 2.3577
N 2.9558 -2.2288 2.9855
H 3.9602 -0.3952 3.1178
C 1.6840 -1.9675 3.3236
O 1.3632 -1.1031 4.1909
H 2.3791 -3.8810 1.8379
H 0.9249 -2.5768 2.7834
H 3.9835 -1.3723 4.5947
H 3.5544 -4.2637 3.1133
H -3.4340 0.6949 1.5183
H -3.6084 3.0130 -0.2810
C -3.4428 1.6113 2.1304
C -3.2259 3.5555 0.5929
N -2.5906 2.6403 1.5373
H -3.0955 1.3796 3.1426
C -1.4301 3.0101 2.1458
O -1.1209 2.7770 3.3296
H -2.4780 4.2850 0.2529
H -0.7402 3.5212 1.4497
H -4.4797 1.9724 2.1718
H -4.0696 4.0791 1.0807
O -3.0427 -1.7842 -0.2188
C -3.2491 -1.2743 -1.5510
C -1.7506 0.7560 -1.1783
C -2.1465 -0.3250 -1.9808
H -1.8869 0.7359 -0.0933
C -1.2259 1.8852 -1.8092
H -3.2408 -2.1106 -2.2717
C -1.6825 -0.4571 -3.3003
H -0.9711 2.7831 -1.2355
C -0.9887 1.8437 -3.1897
C -1.1380 0.6608 -3.9197
H -1.8360 -1.3981 -3.8391
H -0.6419 2.7490 -3.6884
H -0.8299 0.6039 -4.9689
Si -2.9673 -3.1889 0.5659
Cl 0.2261 0.4765 1.7445
C -2.4644 -2.8834 2.3708
C -1.5073 -4.1135 -0.1111
C -4.6998 -3.8835 0.7733
H -1.3742 -2.7695 2.4208
H -2.7539 -3.7378 3.0052
H -2.9151 -1.9581 2.7690
H -5.3892 -3.1937 1.2944
H -4.6084 -4.7723 1.4079
H -5.1931 -4.2161 -0.1480
H -1.2415 -3.7661 -1.1189
H -1.6478 -5.2011 -0.1457
H -0.6332 -3.9067 0.5181
C 6.4509 -1.9818 0.0719
C 6.2947 -0.6896 0.5843
C 5.0712 -0.0192 0.4498
C 4.0068 -0.6530 -0.1863
C 4.1532 -1.9386 -0.7009
C 5.3798 -2.6066 -0.5745
Sb 2.1327 0.4241 -0.4329
C 2.7397 2.2535 0.7928
C 2.3629 2.3584 2.1271
C 2.5592 3.5256 2.8588
C 3.3045 4.5652 2.2994
C 3.7773 4.4303 0.9857
C 3.4935 3.2727 0.2277
C 2.2723 0.9588 -2.5500
C 2.3359 2.3028 -2.9059
C 2.5928 2.6441 -4.2411
C 2.7048 1.6481 -5.2187
C 2.5460 0.3043 -4.8622
C 2.3112 -0.0416 -3.5192
H 7.4058 -2.5031 0.1761
H 7.1244 -0.1939 1.0881
H 4.9636 0.9904 0.8446
H 3.3258 -2.4433 -1.1969
H 5.4923 -3.6137 -0.9856
H 1.8424 1.5619 2.6721
H 2.1205 3.5771 3.8577
H 3.5181 5.4575 2.8908
H 4.3683 5.2293 0.5370
H 3.8835 3.1994 -0.7920
H 2.1752 3.0849 -2.1645
H 2.7049 3.6925 -4.5155
H 2.9043 1.9155 -6.2593
H 2.5988 -0.4817 -5.6220
H 2.1531 -1.0865 -3.2536
*
```

The LUMO energy is 2.45 eV.

Results of the Löwdin charge analysis, in e, for atoms 1 through 99:
1. C -0.046
2. C -0.222
3. H 0.070
4. H 0.081
5. H 0.087
6. C -0.102
7. C -0.112
8. H 0.095
9. H 0.079
10. H 0.078
11. H 0.065
12. Cd 1.000
13. Cl -0.066
14. Cl -0.384
15. H 0.089
16. H 0.068
17. C -0.026
18. C -0.036
19. N -0.157
20. H 0.092
21. C -0.330
22. O -0.211
23. H 0.088
24. H 0.124
25. H 0.088
26. H 0.093
27. H 0.078
28. H 0.073
29. C -0.052
30. C -0.062
31. N -0.193
32. H 0.030
33. C -0.383
34. O -0.142
35. H 0.087
36. H 0.134
37. H 0.087
38. H 0.091
39. O -0.165
40. C -0.264
41. C -0.077
42. C -0.212
43. H 0.066
44. C -0.091
45. H 0.145
46. C -0.040
47. H 0.100
48. C -0.102
49. C -0.086
50. H 0.116
51. H 0.098
52. H 0.103
53. Si 0.372
54. Cl 0.010
55. C -0.162
56. C -0.179
57. C -0.179
58. H -0.005
59. H 0.035
60. H 0.015
61. H 0.038
62. H 0.024
63. H 0.017
64. H 0.010
65. H 0.024
66. H -0.001
67. C -0.121
68. C -0.109
69. C -0.141
70. C -0.349
71. C -0.173
72. C -0.120
73. Sb 1.158
74. C -0.380
75. C -0.240
76. C -0.110
77. C -0.121
78. C -0.113
79. C -0.170
80. C -0.364
81. C -0.162
82. C -0.110
83. C -0.120
84. C -0.105
85. C -0.151
86. H 0.090
87. H 0.094
88. H 0.082
89. H 0.037
90. H 0.097
91. H -0.025
92. H 0.097
93. H 0.087
94. H 0.084
95. H 0.079
96. H 0.083
97. H 0.091
98. H 0.089
99. H 0.094